{
  "formula": "C2H3N2O2",
  "method": "the ωB97M-V functional and the def2-TZVPD basis",
  "charge": 1,
  "total_energy_ha": -337.29793,
  "relative_energy_kcal_mol": 276.3,
  "max_force_ev_per_a": 9.52,
  "symbols": ["C", "C", "N", "N", "O", "O", "H", "H", "H"],
  "xyz": [[1.668, 0.046, -0.212], [0.279, -0.165, -0.114], [2.818, 0.296, 0.245], [-0.862, -0.007, -0.094], [3.910, 0.669, 0.106], [-2.963, -0.600, 0.667], [1.250, 1.181, -0.379], [-3.799, -0.635, 0.460], [-2.301, -0.786, -0.679]],
  "lowdin_charge": [0.11, -0.08, 0.11, 0.22, 0.34, -0.16, 0.29, -0.11, 0.29]
}

{
  "formula": "C24H26MoN6O2",
  "method": "the ωB97M-V functional and the def2-TZVPD basis",
  "charge": 2,
  "total_energy_ha": -1476.86991,
  "relative_energy_kcal_mol": 7.7,
  "max_force_ev_per_a": 1.49,
  "symbols": ["Mo", "O", "C", "N", "C", "C", "C", "C", "C", "C", "N", "C", "O", "C", "C", "C", "C", "C", "N", "C", "C", "C", "C", "C", "N", "H", "H", "H", "H", "H", "H", "H", "H", "H", "H", "H", "H", "C", "C", "N", "C", "C", "C", "C", "N", "H", "H", "H", "H", "H", "H", "H", "H", "H", "H", "H", "H", "H", "H"],
  "xyz": [[-0.174, 0.178, -0.072], [-0.511, -3.640, 1.033], [-0.155, -2.677, 0.415], [0.273, -1.454, 0.931], [0.946, -1.446, 2.131], [1.278, -2.524, 2.954], [2.021, -2.276, 4.094], [2.416, -0.983, 4.428], [2.117, 0.096, 3.612], [1.378, -0.135, 2.447], [0.923, 0.759, 1.506], [1.193, 2.111, 1.653], [2.148, 2.616, 2.179], [0.032, 2.879, 1.105], [-0.093, 4.247, 1.293], [-1.267, 4.873, 0.899], [-2.297, 4.074, 0.413], [-2.086, 2.716, 0.242], [-0.924, 2.114, 0.535], [-0.010, -2.632, -1.072], [-0.018, -3.776, -1.855], [0.265, -3.656, -3.210], [0.563, -2.393, -3.703], [0.534, -1.300, -2.849], [0.239, -1.401, -1.551], [0.961, -3.530, 2.721], [2.289, -3.096, 4.740], [2.980, -0.818, 5.333], [2.480, 1.081, 3.860], [0.734, 4.780, 1.742], [-1.385, 5.941, 0.990], [-3.254, 4.503, 0.160], [-2.888, 2.081, -0.124], [-0.236, -4.725, -1.388], [0.260, -4.521, -3.855], [0.811, -2.250, -4.744], [0.757, -0.309, -3.228], [-1.519, 1.577, -6.070], [-1.846, 2.425, -4.841], [-2.130, 1.597, -3.673], [-3.424, 0.912, -3.701], [-3.326, -0.575, -4.041], [-1.280, 1.408, -2.673], [0.026, 2.159, -2.634], [-1.507, 0.607, -1.654], [-1.173, 2.224, -6.871], [-2.399, 1.054, -6.433], [-0.735, 0.853, -5.855], [-2.737, 3.025, -5.044], [-1.028, 3.110, -4.629], [-4.038, 1.407, -4.454], [-3.927, 1.056, -2.739], [-2.908, -0.720, -5.032], [-4.323, -1.007, -4.036], [-2.711, -1.127, -3.329], [-0.154, 3.227, -2.505], [0.590, 2.033, -3.557], [0.637, 1.792, -1.780], [-2.415, 0.143, -1.693]],
  "lowdin_charge": [1.67, 0.18, -0.40, -0.07, -0.19, 0.02, -0.03, -0.03, 0.02, -0.19, -0.06, -0.41, 0.17, -0.17, 0.05, 0.01, -0.01, -0.10, -0.06, -0.17, 0.05, 0.01, -0.01, -0.10, -0.05, 0.12, 0.12, 0.12, 0.12, 0.14, 0.13, 0.12, 0.12, 0.14, 0.13, 0.12, 0.10, -0.05, -0.18, -0.05, -0.17, -0.05, -0.41, 0.01, -0.06, 0.09, 0.08, 0.08, 0.14, 0.11, 0.13, 0.13, 0.07, 0.09, 0.06, 0.11, 0.10, 0.06, 0.08]
}

{
  "formula": "C8H10I2NO",
  "method": "the ωB97M-V functional and the def2-TZVPD basis",
  "charge": 1,
  "total_energy_ha": -1035.92124,
  "relative_energy_kcal_mol": 0.0,
  "smiles": "[NH3+][C@](I)(CI)c1ccc(O)cc1",
  "max_force_ev_per_a": 4.38,
  "symbols": ["N", "C", "I", "C", "I", "C", "C", "C", "C", "O", "C", "C", "H", "H", "H", "H", "H", "H", "H", "H", "H", "H"],
  "xyz": [[1.668, 0.924, -1.676], [1.217, 0.819, -0.214], [0.845, 3.155, 0.226], [2.478, 0.473, 0.540], [3.280, -1.513, 0.022], [0.002, 0.066, -0.003], [-0.040, -0.695, 1.091], [-1.249, -1.407, 1.442], [-2.452, -1.144, 0.711], [-3.583, -1.682, 1.147], [-2.334, -0.286, -0.455], [-1.112, 0.131, -0.890], [2.529, 1.623, -1.652], [0.954, 1.381, -2.305], [1.697, -0.023, -2.074], [3.220, 1.262, 0.582], [2.232, 0.359, 1.714], [0.840, -0.704, 1.706], [-1.393, -2.013, 2.289], [-4.264, -1.497, 0.467], [-3.303, -0.166, -0.959], [-1.234, 0.938, -1.709]],
  "lowdin_charge": [0.11, -0.74, 0.75, -0.64, 0.86, -0.36, -0.04, 0.08, -0.28, 0.11, 0.00, -0.04, 0.19, 0.15, 0.13, 0.04, 0.11, 0.08, 0.11, 0.14, 0.13, 0.14]
}